# 1
The following is a DFT calculation (wB97M-V/def2-TZVPD) of the molecule C11H12BCl3O2 at a distorted geometry.

CARTESIAN COORDINATES (ANGSTROEM)
Cl  2.92249  -1.72552  1.27315
B  1.93837  -0.22092  1.51765
Cl  3.11185  0.94594  2.50135
Cl  1.58467  0.66949  -0.12362
O  0.71530  -0.52450  2.22014
C  -0.19945  0.57475  2.47778
C  -1.57249  0.14836  1.92545
C  -2.52390  1.15446  1.69084
C  -3.80286  0.79945  1.28084
C  -4.13601  -0.55713  1.05601
C  -3.17060  -1.51978  1.30038
C  -1.88330  -1.18475  1.73730
H  0.20527  1.49690  2.04761
H  -2.27553  2.20365  1.89472
H  -4.54435  1.55652  1.17300
H  -5.13863  -0.81083  0.77652
H  -3.41829  -2.57890  1.20378
H  -1.12490  -1.97157  1.93642
C  -1.00869  -0.10956  4.91720
C  0.08904  -0.34123  5.90372
O  1.16270  0.66877  5.61391
C  0.79134  1.36718  4.58880
C  -0.48102  0.99954  3.93250
H  -1.16105  -0.94067  4.24378
H  -1.89137  0.21172  5.46413
H  -0.13714  -0.15698  6.94510
H  0.57265  -1.29337  5.78133
H  1.43146  2.14720  4.19092
H  -1.12472  1.83158  3.53408

The calculation puts the LUMO energy at -1.89 eV. The value obtained for the energy relative to the best compared isomer or geometry (same formula, charge and spin) is 5.15 kcal per mole.


# 2
The following is a DFT calculation (wB97M-V/def2-TZVPD) of the molecule C17H17NO4.

CARTESIAN COORDINATES (ANGSTROEM)
C  -1.59472  -3.12254  -1.35392
O  -1.51335  -1.79035  -0.90639
C  -2.60269  -1.23322  -0.29807
C  -3.76172  -1.92642  0.00401
C  -4.80865  -1.26000  0.62511
C  -4.69794  0.06835  0.95168
C  -3.53465  0.79022  0.64817
O  -3.57387  2.07076  1.08039
C  -2.47688  2.94339  0.94565
C  -2.47777  0.13850  0.00932
C  -1.23385  0.80605  -0.50037
O  -1.24927  1.66371  -1.35703
N  -0.10201  0.31977  0.09114
C  1.22914  0.60200  -0.21098
C  1.61136  1.60194  -1.10355
C  2.95530  1.83002  -1.34230
C  3.93365  1.08741  -0.70723
C  3.56448  0.08555  0.19007
C  4.53956  -0.76648  0.91906
C  6.00403  -0.50273  0.67075
O  4.17231  -1.63515  1.67974
C  2.21243  -0.14512  0.42723
H  -2.40947  -3.25588  -2.07138
H  -0.64393  -3.32133  -1.84599
H  -1.72291  -3.82013  -0.51999
H  -3.86571  -2.97041  -0.23981
H  -5.71514  -1.79773  0.85694
H  -5.49780  0.59623  1.44437
H  -2.74926  3.83356  1.51227
H  -2.29778  3.21265  -0.09768
H  -1.56404  2.51129  1.36762
H  -0.23010  -0.44751  0.73694
H  0.85804  2.18336  -1.60766
H  3.24060  2.60479  -2.03833
H  4.97180  1.29070  -0.91449
H  6.25112  0.52116  0.94204
H  6.59803  -1.18780  1.27034
H  6.23675  -0.65103  -0.38139
H  1.94492  -0.92758  1.12371

As for the SMILES: COc1cccc(OC)c1C(=O)Nc1cccc(C(C)=O)c1. The calculation puts the LUMO energy at 0.30 eV. The value obtained for the energy relative to the best compared isomer or geometry (same formula, charge and spin) is 29.40 kcal per mole.


Copy entry 2 word for word.
The following is a DFT calculation (wB97M-V/def2-TZVPD) of the molecule C17H17NO4.

CARTESIAN COORDINATES (ANGSTROEM)
C  -1.59472  -3.12254  -1.35392
O  -1.51335  -1.79035  -0.90639
C  -2.60269  -1.23322  -0.29807
C  -3.76172  -1.92642  0.00401
C  -4.80865  -1.26000  0.62511
C  -4.69794  0.06835  0.95168
C  -3.53465  0.79022  0.64817
O  -3.57387  2.07076  1.08039
C  -2.47688  2.94339  0.94565
C  -2.47777  0.13850  0.00932
C  -1.23385  0.80605  -0.50037
O  -1.24927  1.66371  -1.35703
N  -0.10201  0.31977  0.09114
C  1.22914  0.60200  -0.21098
C  1.61136  1.60194  -1.10355
C  2.95530  1.83002  -1.34230
C  3.93365  1.08741  -0.70723
C  3.56448  0.08555  0.19007
C  4.53956  -0.76648  0.91906
C  6.00403  -0.50273  0.67075
O  4.17231  -1.63515  1.67974
C  2.21243  -0.14512  0.42723
H  -2.40947  -3.25588  -2.07138
H  -0.64393  -3.32133  -1.84599
H  -1.72291  -3.82013  -0.51999
H  -3.86571  -2.97041  -0.23981
H  -5.71514  -1.79773  0.85694
H  -5.49780  0.59623  1.44437
H  -2.74926  3.83356  1.51227
H  -2.29778  3.21265  -0.09768
H  -1.56404  2.51129  1.36762
H  -0.23010  -0.44751  0.73694
H  0.85804  2.18336  -1.60766
H  3.24060  2.60479  -2.03833
H  4.97180  1.29070  -0.91449
H  6.25112  0.52116  0.94204
H  6.59803  -1.18780  1.27034
H  6.23675  -0.65103  -0.38139
H  1.94492  -0.92758  1.12371

As for the SMILES: COc1cccc(OC)c1C(=O)Nc1cccc(C(C)=O)c1. The calculation puts the LUMO energy at 0.30 eV. The value obtained for the energy relative to the best compared isomer or geometry (same formula, charge and spin) is 29.40 kcal per mole.